Record 1
Molecular formula: C5H11N
Method: DFT, the ωB97M-V functional and the def2-TZVPD basis

```
17
Properties=species:S:1:pos:R:3:forces:R:3
C 2.527 -0.446 0.798 0.109 0.006 0.099
C 1.384 -0.533 -0.240 -0.064 -0.074 -0.077
C 0.177 -0.262 0.615 0.091 0.170 -0.250
C -0.446 1.026 0.231 0.028 0.206 0.131
N -1.514 0.315 -0.481 0.079 -0.167 -0.073
C -2.673 -0.034 0.325 -0.152 -0.028 0.061
H 2.459 0.468 1.400 0.007 -0.113 -0.110
H 2.487 -1.298 1.480 -0.004 0.145 -0.085
H 3.498 -0.437 0.292 -0.156 -0.011 0.033
H 1.575 0.194 -1.051 -0.107 -0.127 0.118
H 1.399 -1.542 -0.669 -0.060 0.101 0.120
H -1.208 -0.407 -1.121 0.028 0.109 0.064
H 0.088 1.707 -0.452 -0.009 -0.117 0.158
H -0.909 1.595 1.040 0.059 -0.059 -0.080
H -3.322 -0.711 -0.237 0.111 0.070 0.064
H -3.241 0.881 0.533 0.073 -0.152 -0.017
H -2.397 -0.507 1.275 -0.031 0.040 -0.155
```
Positions in Å, forces in eV/Å.

Values from the calculation:
Relative energy (zero: lowest compared OMol25 entry of this formula, charge and spin): 386.66 kJ/mol
E_tot: -251.71526 hartree
HOMO-LUMO gap: 0.3282 hartree
LUMO: 0.886 eV
HOMO: -8.043 eV

=====

Record 2
Molecular formula: C3ClN3S
Method: DFT, the ωB97M-V functional and the def2-TZVPD basis

```
8
Properties=species:S:1:pos:R:3:forces:R:3
C 0.965 -0.678 -0.057 -0.010 1.226 0.248
C 0.475 0.635 0.064 1.326 -0.513 -0.045
C -1.714 -0.809 -0.085 -2.012 -0.521 0.054
N 1.400 -1.740 -0.091 0.280 -0.184 -0.145
N 0.932 1.716 0.112 0.082 -0.540 -0.159
N -2.292 0.185 -0.215 0.731 -0.143 -0.045
S 1.643 3.096 0.130 -0.158 0.624 0.092
Cl -1.409 -2.406 0.143 -0.240 0.051 -0.001
```
Positions in Å, forces in eV/Å.

Values from the calculation:
Relative energy (zero: lowest compared OMol25 entry of this formula, charge and spin): 292.96 kJ/mol
E_tot: -1136.82133 hartree
HOMO-LUMO gap: 0.3071 hartree
LUMO: -1.121 eV
HOMO: -9.478 eV